[1]
ORCA calculation (ωB97M-V/def2-TZVPD) on 2 unconnected molecules or ions with the total composition C4H11N3O2.

Computed properties:
HOMO-LUMO gap   9.0433 eV
Energy relative to the best compared isomer or geometry (same formula, charge and spin)   1.276 eV
E_tot   -12891.5541 eV
E_HOMO   -8.2 eV

```
20
C4H11N3O2 (ωB97M-V/def2-TZVPD)
O 1.22 0.72 1.56
O -0.89 0.75 1.07
N -1.02 -1.19 -2.28
N -0.99 1.06 -1.53
N 0.87 -0.15 -1.30
C 1.53 -1.45 -1.20
C -0.37 -0.16 -1.68
C -0.06 0.65 1.95
C -0.26 0.11 3.33
H -1.97 -1.42 -2.06
H 0.46 0.49 4.06
H 1.34 0.65 0.59
H 0.96 -2.33 -1.48
H -0.45 -1.69 -2.94
H -0.22 -0.97 3.40
H -1.97 1.15 -1.73
H -1.14 0.46 3.87
H -0.65 1.69 -0.82
H 1.72 -1.65 -0.12
H 2.58 -1.40 -1.51
```

=====

[2]
ORCA calculation (ωB97M-V/def2-TZVPD) on a single C2H6NS molecule.

Computed properties:
HOMO-LUMO gap (alpha / beta)   10.4513 / 7.0226 eV
Energy relative to the best compared isomer or geometry (same formula, charge and spin)   0.000 eV
Spin multiplicity   2
E_tot   -14495.2307 eV
Expectation value of S²   0.7527
E_HOMO (alpha / beta)   -9.4 / -9.0 eV

```
10
C2H6NS (ωB97M-V/def2-TZVPD)
S -0.89 0.73 -1.86
N 1.14 -0.96 -0.01
C -0.07 -0.40 0.55
C -0.62 0.86 -0.09
H 0.08 -0.21 1.62
H 1.80 -0.23 -0.27
H 0.08 1.69 0.06
H -1.61 1.07 0.33
H -0.82 -1.19 0.58
H 0.92 -1.36 -0.91
```

=====

[3]
ORCA calculation (ωB97M-V/def2-TZVPD) on 2 unconnected molecules or ions with the total composition C6H14O2.

Computed properties:
Charge   +1
HOMO-LUMO gap (alpha / beta)   9.1854 / 5.2353 eV
Energy relative to the best compared isomer or geometry (same formula, charge and spin)   2.374 eV
Spin multiplicity   2
E_tot   -10532.7930 eV
Expectation value of S²   0.7577
E_HOMO (alpha / beta)   -15.0 / -14.9 eV

```
22
C6H14O2 (ωB97M-V/def2-TZVPD)
O -2.89 -0.06 -0.50
O 2.23 -1.63 -1.15
C 0.19 1.05 -1.14
C 1.16 -2.18 -1.18
C 0.76 1.36 2.08
C 0.40 -0.06 -0.05
C 0.02 -1.44 -0.52
C -0.14 0.36 1.31
H -1.13 0.76 1.18
H 1.71 1.72 1.67
H 1.54 -0.03 0.00
H -0.51 -2.03 0.21
H -0.73 -1.50 -1.35
H 0.93 -3.09 -1.77
H 0.23 2.24 2.42
H -0.08 -0.45 2.01
H -0.37 0.61 -1.98
H 1.18 1.21 -1.57
H 1.22 0.84 2.94
H -0.33 1.94 -0.79
H -2.45 -0.54 -1.20
H -2.93 0.91 -0.60
```

=====

[4]
ORCA calculation (ωB97M-V/def2-TZVPD) on a single C19H19N3O3S molecule.

Computed properties:
HOMO-LUMO gap   9.0719 eV
Energy relative to the best compared isomer or geometry (same formula, charge and spin)   1.702 eV
E_tot   -41459.5128 eV
E_HOMO   -8.4 eV

```
45
C19H19N3O3S (ωB97M-V/def2-TZVPD)
S 2.58 -1.25 -0.69
O 5.38 1.19 0.26
O 4.18 -0.12 1.61
O -1.80 2.33 -0.37
N 0.53 0.39 0.04
N 2.46 1.40 -0.19
N 1.56 2.32 0.18
C 4.57 0.17 0.52
C 1.85 0.26 -0.28
C -0.76 -1.20 1.33
C -0.87 2.41 0.69
C -1.99 -2.10 -0.99
C -1.70 -2.21 1.39
C 5.27 -1.81 -0.83
C -4.42 -0.09 0.63
C -2.32 -2.65 0.24
C -4.98 -0.76 1.85
C -0.44 -0.64 0.10
C 4.30 -0.63 -0.75
C -4.48 0.34 -1.73
C -4.98 -0.31 -0.62
C -2.83 1.43 -0.37
C -3.42 1.21 -1.61
C -3.35 0.79 0.75
C 0.41 1.73 0.32
C -1.05 -1.09 -1.06
H 5.51 1.73 1.06
H -4.93 0.17 -2.70
H -5.75 -0.14 2.29
H -3.05 -3.44 0.29
H -2.47 -2.44 -1.89
H 4.39 0.03 -1.61
H -1.26 1.99 1.62
H -0.65 3.47 0.84
H -3.01 1.73 -2.47
H 6.29 -1.44 -0.90
H -2.93 0.95 1.73
H 5.04 -2.41 -1.71
H -4.20 -0.91 2.60
H -5.42 -1.72 1.60
H -0.26 -0.84 2.22
H -0.78 -0.64 -2.01
H 5.17 -2.43 0.06
H -1.94 -2.65 2.35
H -5.81 -1.00 -0.72
```

=====

[5]
ORCA calculation (ωB97M-V/def2-TZVPD) on a single C8H14N2O2S molecule.

Computed properties:
HOMO-LUMO gap   10.0958 eV
Energy relative to the best compared isomer or geometry (same formula, charge and spin)   0.969 eV
E_tot   -26433.4419 eV
E_HOMO   -9.4 eV

```
27
C8H14N2O2S (ωB97M-V/def2-TZVPD)
S -2.74 3.97 -0.82
O -3.50 0.30 1.66
O 0.02 -0.07 1.36
N -2.86 3.02 1.63
N -2.71 1.49 -0.15
C 0.94 -1.62 -0.85
C 0.16 -2.27 0.32
C -0.79 -1.24 0.97
C 1.63 -0.38 -0.42
C 0.60 0.55 0.22
C -2.75 0.36 0.69
C -2.04 -0.90 0.19
C -2.79 2.67 0.33
H -3.23 3.92 1.75
H 1.09 1.47 0.56
H -3.25 2.24 2.19
H 2.43 -0.66 0.28
H 0.87 -2.67 1.08
H 1.66 -2.27 -1.27
H -0.40 -3.14 -0.01
H -0.15 0.80 -0.51
H -2.87 3.04 -1.81
H -1.14 -1.66 1.90
H 2.18 0.07 -1.28
H 0.26 -1.39 -1.66
H -1.76 -0.78 -0.86
H -2.73 -1.74 0.18
```

=====

[6]
ORCA calculation (ωB97M-V/def2-TZVPD) on a molecular structure, C40H41As3BiBrCl2F6N13.

Computed properties:
HOMO-LUMO gap (alpha / beta)   8.4889 / 6.3771 eV
Energy relative to the best compared isomer or geometry (same formula, charge and spin)   0.899 eV
Spin multiplicity   2
E_tot   -361264.0119 eV
Expectation value of S²   0.7535
E_HOMO (alpha / beta)   -8.6 / -8.7 eV

```
107
C40H41As3BiBrCl2F6N13 (ωB97M-V/def2-TZVPD)
Bi 0.34 0.68 1.50
Br -2.11 -5.73 1.61
As -1.00 -0.09 5.28
As -0.75 -0.55 -3.02
As -1.19 2.69 -1.21
Cl -1.28 4.06 2.50
Cl -3.22 1.95 1.87
F -1.27 1.54 5.80
F -2.44 0.04 4.31
F -0.69 -1.62 4.57
F 0.51 -0.11 6.09
F -1.86 -0.75 6.60
F -0.13 0.68 3.83
N 2.04 1.07 -2.60
N 3.20 1.12 -1.94
N 4.46 -0.56 2.20
N 2.17 -2.14 -1.82
N 2.34 -0.06 2.06
N 3.80 0.75 0.32
N 2.08 -4.22 -1.51
N 3.78 -1.09 3.25
N 1.57 0.57 -0.56
N 0.87 -2.49 -1.91
N 2.53 -0.80 3.19
N 1.08 0.76 -1.80
N 2.90 -3.16 -1.58
C -4.10 -2.95 -3.74
C -1.78 -1.60 1.66
C 0.98 -0.15 -5.27
C -5.30 5.01 -0.86
C 0.13 4.12 -1.22
C 0.91 -2.80 -6.12
C 0.06 5.18 -2.13
C -1.14 2.38 -3.17
C 3.95 -5.59 -3.45
C 2.20 5.03 -0.37
C -0.07 -3.77 1.33
C 3.55 0.05 1.49
C 2.12 6.08 -1.28
C -1.73 1.05 -3.61
C 2.88 0.80 -0.69
C 0.83 -3.79 -1.72
C -4.04 3.04 -1.40
C 0.43 -2.48 1.26
C 1.66 -1.86 -6.82
C -4.13 5.68 -0.56
C -2.54 2.98 3.15
C -3.24 -3.63 -1.59
C 0.23 -1.09 -4.57
C -2.22 -2.68 -1.70
C 1.21 4.06 -0.35
C -0.43 -1.39 1.41
C 1.59 -6.47 -3.47
C -2.29 -2.89 1.74
C -2.15 -1.88 -2.83
C 0.20 -2.42 -4.99
C 1.69 -0.54 -6.40
C -5.26 3.69 -1.28
C -4.17 -3.76 -2.61
C -3.09 -2.01 -3.85
C -2.85 3.71 -1.12
C 2.59 -5.57 -1.32
C -1.42 -3.96 1.56
C 2.86 -6.29 -2.64
C 1.05 6.15 -2.16
C -2.90 5.03 -0.69
H -1.69 3.19 -3.65
H -2.10 2.35 3.91
H -0.10 2.46 -3.46
H -0.39 -3.15 -4.45
H -4.16 6.71 -0.22
H -3.29 -4.26 -0.72
H 3.63 -4.60 -3.77
H -3.33 -3.06 1.96
H 1.49 -2.33 1.10
H -1.99 5.56 -0.44
H 0.87 -3.83 -6.46
H -6.17 3.16 -1.51
H -3.03 -1.39 -4.74
H 4.86 -5.47 -2.87
H -2.45 -0.77 1.84
H 4.76 0.75 0.03
H 0.59 -4.62 1.24
H 2.21 -2.16 -7.70
H 3.50 -5.47 -0.73
H -4.02 2.00 -1.68
H 1.04 0.87 -4.93
H 4.18 -6.17 -4.34
H -6.26 5.52 -0.76
H 2.90 6.83 -1.31
H 1.22 -5.50 -3.82
H -0.04 -4.41 -1.70
H -0.78 5.26 -2.81
H 1.28 3.26 0.37
H -1.49 -2.57 -0.91
H -1.75 0.97 -4.70
H 0.98 6.97 -2.86
H 0.79 -6.95 -2.89
H -2.75 0.91 -3.25
H 1.79 -7.08 -4.35
H 3.22 -7.28 -2.35
H -4.96 -4.50 -2.52
H 1.85 -6.11 -0.73
H -4.83 -3.06 -4.53
H 3.04 4.97 0.31
H 2.28 0.19 -6.94
H -3.34 3.60 3.54
```

=====

Look up the E_tot of the second one.
-14495.2307 eV